12
Properties=species:S:1:pos:R:3:forces:R:3 method="wB97M-V/def2-TZVPD" e_tot_ha=-356.714978 homo_ha=-0.337 multiplicity=1 smiles="[H]/N=C/N=C1/CON1" relative_energy_kcal_mol=89.4 gap_ev=9.981
H 3.0288 0.7302 -0.6584 -0.0742 0.1132 -0.0631
N 2.0267 0.6182 -0.5184 -0.0220 -0.2668 0.1161
C 1.8236 -0.4297 0.1813 -0.0463 0.0864 0.0109
N 0.5654 -0.8929 0.5561 -0.2301 0.2019 0.0454
C -0.4531 -0.1846 0.2575 0.1434 -0.1634 0.0616
C -1.9412 -0.3852 0.3707 0.0388 -0.1970 0.1160
O -2.0972 0.7838 -0.4743 -0.2836 0.1174 -0.0445
N -0.6894 1.0227 -0.3501 0.4428 -0.0444 -0.0130
H 2.6290 -1.0693 0.5551 -0.0749 0.0910 -0.0767
H -2.3141 -1.2974 -0.0985 -0.0298 0.1269 0.0265
H -2.3784 -0.2276 1.3619 0.1182 -0.0866 -0.1580
H -0.2000 1.3316 -1.1828 0.0176 0.0213 -0.0213